Here is a cluster of 10 separate species, C56H49Br2N9O18 in total from OMol25. Energies are from ωB97M-V/def2-TZVPD.

Output
* HOMO level (spin up / spin down): -2.35 / -5.41 eV
* multiplicity: 2
* gap between HOMO and LUMO (spin up / spin down): 2.525 / 5.588 eV
* E_LUMO (spin up / spin down): 0.17 / 0.17 eV
* total charge: -1

```
134
Properties=species:S:1:pos:R:3:forces:R:3:lowdin_charge:R:1
Br -4.848574 -0.082174 -4.159749 -0.07 -0.11 -0.49 0.759
Br -4.676304 -1.809674 -8.566469 -0.07 0.40 0.24 0.603
O -0.439394 2.989556 -0.326899 -1.21 -2.45 -0.34 -0.002
O -0.071134 6.049476 5.357361 -0.93 -0.82 -1.52 0.043
O -5.884184 -1.334684 5.607231 2.55 -2.21 -0.57 0.028
O 3.037326 0.804666 2.846621 0.02 -0.38 0.72 -0.125
O 6.715136 7.393326 0.058171 1.82 -1.47 0.40 0.027
O 1.190406 -2.199974 2.173751 2.08 -2.48 -2.01 0.109
O 5.840326 -0.958144 -1.732549 -0.64 0.78 -3.08 0.066
O 3.394166 -0.100114 0.865441 0.33 -0.60 -0.29 -0.141
O 0.891646 5.254406 3.576061 -2.53 0.38 0.96 0.054
O 1.387056 1.960826 -0.072039 -1.97 -1.57 -0.84 0.075
O -1.244224 0.797996 -6.458009 0.22 -0.64 -0.99 0.086
O -3.148264 1.830776 -6.067989 3.06 -0.50 0.08 -0.015
O 6.532006 -0.470424 -3.777499 -1.44 -0.27 1.24 0.044
O -4.029714 -2.558854 5.811201 -0.36 -0.06 0.48 0.110
O -0.155364 -0.927034 3.051801 -2.65 2.32 0.93 0.077
O -3.709434 -4.902674 -3.958479 0.34 0.61 -0.32 0.096
O -2.884294 -5.534474 -2.049539 -2.04 1.84 -0.92 0.056
O 8.551976 6.160516 0.140161 -2.33 -0.09 -0.32 0.063
N 5.639516 -0.731504 -2.953069 1.17 -0.96 1.14 -0.301
N -3.746394 -4.918954 -2.747339 2.57 -3.30 0.35 -0.344
N 0.173986 1.897296 -0.349729 3.21 2.54 1.06 -0.250
N 7.339156 6.314876 -0.055129 -0.55 1.13 -1.13 -0.304
N 0.788056 -1.641204 3.125951 0.60 0.29 1.55 -0.369
N -0.097054 5.346316 4.338821 2.21 -0.74 0.62 -0.308
N -1.911314 1.596576 -5.870389 -2.76 0.86 1.78 -0.323
N -4.881544 -2.004394 5.172761 -2.15 2.43 -0.39 -0.324
N 3.619296 -0.075924 2.123851 1.23 -1.09 0.76 -0.406
C 6.229086 -2.835804 2.505291 -1.45 1.51 -0.44 -0.108
C 4.566006 -1.030524 2.727321 -0.37 1.22 -1.85 -0.135
C -3.295444 -1.442084 1.866241 0.94 0.28 -0.98 -0.064
C -6.871214 -4.495424 -0.677319 1.19 -1.99 -0.07 -0.088
C 1.850576 -3.132314 4.837561 -1.26 1.30 -3.80 -0.009
C -7.424094 -3.421014 -1.282189 -1.45 0.85 0.74 -0.124
C 6.289096 -2.910414 3.869941 0.50 -0.68 0.81 -0.148
C -1.461394 3.987356 -2.894539 -0.36 -1.96 -1.86 -0.070
C -2.893234 2.786296 5.143611 0.53 1.93 -1.00 -0.068
C 6.874786 4.239386 -1.500209 0.43 0.48 0.98 -0.005
C -4.296224 -1.732314 0.975061 -1.56 -0.32 0.36 -0.046
C 1.700456 -0.806064 -4.449719 -0.07 -0.63 -1.50 -0.079
C 5.535836 -2.059674 4.668581 0.41 0.22 0.39 -0.129
C -1.535814 0.550306 -1.422409 -2.60 0.65 -1.17 -0.042
C 3.227096 -0.397504 -2.658109 -0.30 1.42 -0.17 0.027
C 2.569196 -3.353434 5.938961 1.18 -0.05 1.22 -0.108
C -2.232194 -0.612044 -1.752169 2.12 -0.60 0.64 -0.058
C 5.377566 -1.858204 1.905721 0.71 -1.69 0.59 -0.009
C 2.254156 -1.023774 6.572011 -0.32 -0.92 -1.40 -0.046
C -4.697884 -1.930994 3.705521 -1.09 0.62 -0.57 -0.155
C -2.017814 3.082796 -3.843519 -0.50 -0.35 0.22 -0.009
C -1.203934 4.302876 4.153411 0.34 -0.78 -0.49 -0.109
C 4.750646 -1.088574 4.127401 -1.29 0.49 -1.05 -0.051
C -5.553924 -3.234284 -2.721759 0.96 -1.28 -0.01 -0.004
C -1.603144 -1.821134 -1.326049 -0.72 0.67 -0.63 -0.062
C -2.046914 3.934416 5.211641 0.34 -0.84 -0.13 -0.019
C -5.809934 -1.974024 2.849301 0.34 -1.20 0.02 -0.001
C -0.110194 4.023846 -2.900679 2.80 -0.12 0.28 -0.078
C 0.276696 -0.606254 -0.385819 -0.74 -0.35 0.94 0.002
C 4.701876 3.211246 -1.382329 -0.22 0.63 -0.09 -0.069
C 0.166056 2.299146 -4.583029 -1.43 1.25 -2.33 -0.030
C 1.446686 -1.812174 4.435221 0.11 -1.31 2.15 -0.117
C -6.784284 -2.746614 -2.279019 1.96 0.05 -0.56 -0.075
C 4.232396 -0.855324 -3.481819 1.13 0.35 1.28 -0.147
C 2.794136 -2.296054 6.782421 -0.56 1.49 1.19 -0.109
C 6.425986 5.226026 -0.621709 0.05 -0.10 -0.05 -0.135
C -1.264594 2.288086 -4.741629 0.78 1.57 1.59 -0.117
C -1.143464 3.503716 2.978391 -1.69 -0.53 1.10 0.020
C -0.411344 0.556076 -0.697969 2.04 0.60 0.89 -0.164
C 4.000056 -1.351674 -4.725389 -0.09 -0.39 -1.62 -0.032
C -3.464124 -1.579384 3.215271 0.18 -0.21 1.31 -0.025
C -2.958174 2.047936 3.958931 2.27 0.64 0.39 -0.051
C 5.087496 5.325216 -0.256429 0.40 -0.62 -0.40 0.002
C -4.924954 -4.426284 -2.173959 -4.56 3.10 1.37 -0.146
C 5.979076 3.247986 -1.885399 0.55 -0.22 -0.24 -0.068
C 1.959656 -0.232094 -3.221349 -0.22 -1.15 0.05 -0.051
C -5.598614 -1.980814 1.468181 1.02 0.48 0.25 -0.046
C 0.726306 3.234736 -3.765409 -1.42 0.61 1.53 -0.044
C -4.162164 -1.454044 -6.696789 -0.79 -0.70 0.43 -0.637
C 2.703846 -1.391084 -5.216119 0.69 0.16 0.93 -0.063
C 1.548346 -0.769064 5.345261 1.33 -0.18 0.53 0.004
C -5.238224 -0.609364 -5.997719 0.08 0.64 -1.41 -0.659
C -1.998904 2.367936 2.941041 -0.56 0.54 0.74 -0.037
C -0.375214 -1.812554 -0.675039 0.19 0.87 -0.08 -0.044
C -5.652944 -5.024044 -1.119899 1.62 0.18 -0.52 0.021
C 4.221476 4.285496 -0.651989 0.33 0.19 1.30 -0.037
H 0.830126 2.016556 -5.386499 -0.22 -1.10 0.01 0.117
H 0.718206 -0.834994 -4.897759 -0.35 0.32 0.31 0.099
H -3.077174 2.917896 -3.713279 -0.28 0.05 -0.80 0.102
H 1.798456 3.358406 -3.805609 0.03 0.12 0.37 0.112
H 5.416546 -1.980534 0.833381 -0.81 0.99 -0.15 0.081
H 3.339296 -2.509274 7.690021 0.23 0.28 0.11 0.102
H 6.755486 -3.541664 1.879951 0.19 0.11 -0.09 0.090
H -1.910954 1.510266 -1.745149 -0.21 0.10 0.07 0.101
H 0.402476 4.583976 -2.132679 0.08 0.43 -0.13 0.107
H 4.723566 -1.698014 -5.448569 0.69 0.01 0.61 0.119
H -3.504414 2.669616 6.026361 -0.15 -0.63 -0.13 0.098
H 6.207486 2.418096 -2.537699 0.76 0.10 -0.07 0.100
H -4.169574 -2.476824 -6.319989 0.51 0.26 0.33 0.036
H -3.097204 -0.505384 -2.389959 -0.01 -0.53 0.28 -0.008
H 3.503236 0.026326 -1.703909 -0.20 -0.24 0.46 0.100
H -2.354574 -1.086634 1.472781 0.32 -0.20 0.11 0.096
H 1.166346 -0.622264 0.226271 0.51 0.31 -0.13 0.095
H 4.123266 -0.416824 4.694451 0.22 0.03 0.21 0.089
H 1.648866 -3.881374 4.086161 0.17 -0.35 0.05 0.116
H -1.931854 1.662666 2.125871 0.08 0.21 -0.33 0.085
H -8.352544 -3.050174 -0.873729 -0.22 0.12 -0.13 0.115
H -7.382994 -5.030584 0.108861 -0.03 0.13 0.13 0.114
H 4.113426 2.329576 -1.589199 -0.36 0.14 0.12 0.094
H -1.960414 4.369176 6.196481 0.07 0.57 -0.19 0.106
H -3.504084 1.116406 3.933491 -0.25 0.10 -0.30 0.083
H 2.625756 -1.898694 -6.166189 -0.77 0.23 -0.09 0.106
H -6.771494 -2.222944 3.273371 -0.16 0.26 -0.02 0.113
H 1.073446 0.150426 -2.736869 0.48 0.32 0.51 0.084
H 5.595836 -2.124014 5.744991 0.11 -0.08 0.16 0.091
H 3.252326 4.173006 -0.188839 -0.28 0.38 -0.15 0.102
H 0.111886 -2.723394 -0.359619 -0.12 -0.11 -0.05 0.115
H -4.096734 -1.779334 -0.085309 -0.05 0.24 -0.05 0.083
H -6.247034 -1.021904 -6.012179 0.34 -0.46 0.16 0.055
H -6.395434 -2.118494 0.752271 -0.15 -0.07 0.25 0.079
H -5.053724 -2.687154 -3.507159 0.18 -0.12 0.02 0.041
H 6.934706 -3.631494 4.349131 0.06 -0.20 0.06 0.083
H -5.172724 -5.862604 -0.637619 -0.24 -0.23 0.14 0.118
H -2.050714 -2.785044 -1.518299 -0.20 -0.09 -0.10 0.088
H 7.932696 4.271256 -1.715139 0.03 -0.35 -0.43 0.113
H 4.868676 6.201696 0.335441 -0.70 -0.31 0.14 0.111
H 2.460686 -0.254164 7.301021 -0.19 0.22 -0.17 0.101
H -7.092774 -1.773874 -2.632599 -0.31 -0.13 -0.23 0.093
H -5.308664 0.304846 -6.587089 0.07 0.25 0.42 0.040
H -2.667104 -1.402794 3.922351 0.27 0.00 -0.13 0.119
H 3.132916 -4.238244 6.195341 -0.57 -0.55 -0.39 0.116
H -2.071244 4.532586 -2.189419 0.00 -0.09 -0.07 0.119
H -0.541714 3.747116 2.115221 0.32 -0.06 0.23 0.096
H -3.177794 -0.987574 -6.735589 -0.23 -0.06 0.19 0.036
H 1.320176 0.245446 5.053531 -0.30 0.01 -0.02 0.117
```
Positions in Å, forces in eV/Å.

=====

Here is a structure of composition C56H50As2FN3O2P2Ru from OMol25. Energies are from ωB97M-V/def2-TZVPD.

Output
* HOMO level (spin up / spin down): -9.91 / -9.95 eV
* multiplicity: 2
* gap between HOMO and LUMO (spin up / spin down): 5.899 / 6.038 eV
* E_LUMO (spin up / spin down): -4.01 / -3.91 eV
* total charge: +1

```
117
Properties=species:S:1:pos:R:3:forces:R:3:lowdin_charge:R:1
Ru -0.504079 -0.417002 -0.055805 1.55 -1.52 0.17 0.803
As -0.306882 -0.245089 -2.592027 0.37 -0.04 0.12 1.230
As 0.773262 -2.765979 -0.697469 -1.09 -0.50 -0.43 1.302
P -0.298064 1.408062 1.545856 -0.86 1.48 -0.74 0.912
P -1.694467 2.041047 -0.971191 -0.29 -0.26 -0.16 0.866
F -1.745565 -1.961997 0.513793 0.41 1.14 -0.26 -0.532
O 1.786303 -0.667711 0.893602 -0.19 0.18 -0.52 -0.262
O 0.138170 -0.098736 2.781065 -0.05 -0.40 -0.26 -0.276
N 2.121272 -1.000400 2.051681 0.15 -0.08 0.09 0.005
N 1.300548 -0.715442 2.981419 -0.17 0.29 -0.14 -0.179
N -1.041582 2.651759 0.439678 0.79 -0.27 0.51 -0.378
C -2.645732 1.950048 4.884902 -0.08 -0.03 0.04 -0.070
C 1.380563 2.096441 1.662868 0.04 -0.45 -0.03 -0.338
C -0.496853 0.503009 -5.346043 0.13 -0.17 0.19 -0.111
C 4.007298 -4.511379 -2.833502 0.05 -0.03 -0.02 -0.071
C -1.152537 2.109739 3.005343 -0.16 -0.46 0.08 -0.325
C -0.474941 -4.937693 2.681222 0.03 -0.02 0.04 -0.066
C -1.180148 0.598969 -4.134152 -0.46 0.05 0.23 -0.368
C -1.561460 4.033997 4.391455 0.00 0.03 0.02 -0.065
C -4.703256 0.420070 1.295154 0.03 0.04 0.09 -0.058
C -4.532959 4.677301 -2.343161 -0.02 -0.03 -0.07 -0.067
C -0.934200 3.452382 3.301276 -0.06 -0.03 0.01 -0.092
C -0.050189 -6.540132 0.941239 -0.04 -0.06 0.04 -0.074
C -3.749476 5.709369 -2.839457 -0.06 0.01 0.00 -0.072
C 2.813643 -3.861637 -2.550952 -0.18 0.02 -0.03 -0.114
C 4.886323 -4.828034 -1.809703 0.00 -0.01 0.00 -0.072
C -3.939170 3.562883 -1.768266 0.06 0.08 0.05 -0.081
C -3.518460 -0.089611 -1.160886 0.07 0.05 0.17 -0.149
C 3.849846 0.380453 -2.924668 0.05 -0.02 -0.01 -0.057
C -0.182899 -2.082407 -3.342360 -0.16 -0.22 0.30 -0.388
C -2.409220 1.242189 -4.100685 0.01 -0.04 0.13 -0.123
C -1.031875 1.058817 -6.494905 -0.02 0.02 -0.04 -0.061
C -2.018127 1.361893 3.796606 0.05 0.01 -0.08 -0.106
C 2.826014 -1.683338 4.629078 0.02 0.09 -0.13 -0.016
C 2.488286 -3.540039 -1.239287 0.13 0.42 0.18 -0.370
C 3.076572 -2.071565 5.932440 -0.03 -0.02 0.07 -0.071
C -2.252651 1.720554 -6.447974 -0.02 0.01 0.01 -0.064
C -4.556575 -0.891121 -0.713474 -0.01 -0.08 -0.03 -0.067
C -0.360973 -3.138276 -2.258761 0.06 -0.06 -0.04 -0.422
C 4.046071 2.841615 1.854466 0.06 0.07 -0.08 -0.066
C 2.000512 2.168293 2.908485 -0.07 0.00 -0.04 -0.089
C 2.097269 2.412992 0.514727 -0.05 0.07 0.06 -0.088
C 0.274377 -4.195025 0.520944 -0.02 0.16 0.17 -0.370
C 2.613394 -0.206484 -2.700948 -0.22 -0.09 0.04 -0.095
C 1.530839 1.865251 -3.270103 -0.17 -0.04 0.05 -0.130
C 1.593167 -1.116164 4.319103 0.10 -0.23 0.49 -0.173
C -2.414161 3.283275 5.188310 -0.01 0.01 -0.02 -0.073
C -3.056448 0.970803 -0.374550 -0.12 0.26 -0.21 -0.426
C 0.626978 -0.934845 5.298445 -0.09 0.12 -0.22 -0.004
C 1.447588 0.523059 -2.898477 0.10 0.22 0.32 -0.388
C 3.330383 2.542964 3.003059 -0.04 -0.01 0.10 -0.056
C 3.425113 2.796753 0.614651 -0.02 0.00 0.02 -0.064
C 2.765553 2.453299 -3.484264 0.04 0.01 0.03 -0.069
C -2.553183 3.493841 -1.671788 0.18 -0.19 -0.08 -0.351
C -0.101905 -3.911121 1.826714 0.00 0.19 -0.05 -0.115
C 3.386094 -3.840622 -0.216380 -0.13 0.15 0.04 -0.100
C -0.457518 -6.251092 2.237020 0.04 0.02 0.01 -0.074
C 0.310425 -5.515182 0.082411 0.09 0.11 -0.13 -0.100
C -1.767353 4.517992 -2.198927 -0.03 -0.01 0.05 -0.106
C -2.940867 1.812011 -5.249741 0.02 -0.01 -0.05 -0.055
C -5.130005 -0.654082 0.523433 -0.01 -0.04 -0.01 -0.057
C 2.106982 -1.919858 6.915167 -0.04 0.01 0.06 -0.077
C 0.885945 -1.348098 6.595995 0.09 -0.04 0.01 -0.065
C 4.576195 -4.488609 -0.499088 0.04 -0.01 -0.02 -0.065
C -3.685816 1.240033 0.844598 -0.07 -0.04 -0.10 -0.103
C -2.365284 5.629628 -2.769045 0.03 0.03 -0.03 -0.074
C 3.925364 1.704269 -3.327387 0.06 0.04 0.04 -0.072
H -2.901696 3.740334 6.039085 0.00 -0.01 0.01 0.108
H -5.911365 -1.308617 0.885977 -0.03 0.04 0.00 0.111
H 0.464374 0.002987 -5.383072 0.00 0.03 -0.08 0.110
H -3.380525 2.101392 1.422196 0.07 -0.01 0.06 0.101
H 4.037303 -2.494452 6.193756 0.01 -0.03 -0.07 0.109
H 2.139729 -3.626453 -3.365421 0.00 -0.05 0.01 0.087
H 4.890336 2.158960 -3.512396 -0.01 0.00 0.02 0.111
H 0.619504 2.438257 -3.406368 0.06 0.04 -0.02 0.093
H -4.219134 6.574775 -3.288021 0.01 0.00 0.00 0.109
H 3.802990 2.597855 3.975106 0.02 -0.01 -0.01 0.112
H -0.312053 -0.468537 5.039130 -0.01 -0.03 0.01 0.099
H 5.812588 -5.341274 -2.031844 0.00 0.00 0.00 0.109
H -0.134285 -2.882256 2.162768 -0.09 -0.04 0.02 0.075
H 4.245631 -4.778048 -3.854976 -0.01 0.02 0.00 0.109
H -0.684857 4.441055 -2.165359 0.01 0.03 0.01 0.098
H -2.665489 2.159431 -7.346539 0.01 0.00 0.00 0.111
H 0.127035 -1.218287 7.355548 0.00 0.01 0.01 0.110
H -0.784421 -4.708360 3.692655 0.01 0.00 0.00 0.108
H 3.983086 3.058066 -0.271097 0.03 -0.04 -0.14 0.101
H -5.611878 4.729716 -2.408238 0.00 0.04 0.00 0.110
H 0.768481 -2.173382 -3.867050 0.02 0.14 0.01 0.055
H -4.906995 -1.710620 -1.326194 0.02 -0.03 0.01 0.113
H 5.261380 -4.738606 0.300162 -0.01 0.03 0.01 0.110
H 1.618650 2.342368 -0.452910 0.01 0.02 -0.13 0.082
H 2.309445 -2.243117 7.927471 0.00 0.02 0.00 0.108
H 0.629132 -5.744946 -0.928207 0.02 -0.04 0.02 0.103
H -0.196472 -4.144757 -2.647382 0.06 0.01 0.01 0.077
H -1.374900 -3.089707 -1.854327 0.03 -0.05 0.06 0.065
H -0.492848 0.981577 -7.429916 0.01 -0.01 0.01 0.112
H -0.745401 3.619819 0.439352 -0.18 0.01 0.14 0.060
H -2.201255 0.324490 3.547120 -0.01 -0.02 0.06 0.109
H -0.979309 -2.166298 -4.082020 0.01 0.13 -0.02 0.079
H 4.751183 -0.200752 -2.780037 0.00 0.00 -0.01 0.114
H 3.134526 -3.568656 0.802687 0.07 -0.08 0.03 0.100
H -1.755155 6.428951 -3.168739 0.00 0.00 0.00 0.108
H -3.316209 1.364994 5.501637 -0.01 -0.01 -0.02 0.109
H -1.382739 5.076642 4.619499 0.01 0.00 0.00 0.109
H -2.974761 1.305178 -3.182558 0.02 0.12 -0.17 0.048
H 2.828188 3.495784 -3.769004 -0.02 -0.02 -0.04 0.111
H 1.430697 1.932168 3.799173 0.08 -0.02 0.04 0.114
H 5.091998 3.112744 1.918001 -0.02 0.04 0.04 0.109
H -0.267842 4.050101 2.691748 0.02 0.00 0.02 0.107
H 3.574437 -1.799254 3.859602 0.01 -0.02 0.02 0.107
H -3.892622 2.324802 -5.198211 0.00 -0.01 -0.01 0.113
H -0.010303 -7.567643 0.603628 -0.04 0.02 -0.03 0.107
H -3.083290 -0.285722 -2.133933 -0.04 -0.12 0.13 0.060
H 2.564846 -1.237543 -2.376295 0.09 0.01 -0.01 0.060
H -0.756948 -7.051375 2.901050 0.02 -0.01 0.00 0.107
H -5.164166 0.624561 2.253360 -0.03 -0.02 -0.01 0.111
H -4.554117 2.755384 -1.391352 -0.02 0.02 0.03 0.105
```
Positions in Å, forces in eV/Å.

=====

Number 1: maximum force 5.7 eV Å⁻¹, electronic energy -249190.421 eV. Number 2: maximum force 2.2 eV Å⁻¹, electronic energy -212992.554 eV.